Here is one molecule with the formula C24H30N4O4S at a distorted geometry from the OMol25 dataset. Energies are from wB97M-V/def2-TZVPD.

Output
E_tot: -50360.3146 eV
structure (SMILES): CCCN(CCC)S(=O)(=O)c1ccc(C(=O)Nc2c(C)n(C)n(-c3ccccc3)c2=O)cc1
energy above the lowest of the compared OMol25 structures with the same formula, charge and spin: 3.370 eV
LUMO energy: 0.28 eV
HOMO-LUMO gap: 0.3107 hartree

ORCA input file:
```
! RIJCOSX wB97M-V def2-TZVPD def2/J DEFGRID3
* xyz 0 1
C 1.3829 0.8629 1.7854
C 2.4649 1.3891 0.8500
H 2.3800 2.4736 0.7737
C 3.8798 1.0026 1.3140
N 4.7677 0.7509 0.1991
S 5.3389 -0.8202 0.1358
O 5.8788 -1.2505 1.3969
O 6.1677 -0.9356 -1.0270
C 3.7742 -1.6564 -0.1161
C 3.3014 -2.5481 0.8261
C 2.0047 -3.0223 0.7190
C 1.1860 -2.5660 -0.3078
C 1.6982 -1.7202 -1.2893
C 3.0038 -1.2742 -1.1978
H 3.4321 -0.6109 -1.9323
H 1.0724 -1.4077 -2.1126
C -0.2680 -2.9278 -0.2886
O -0.6844 -4.0621 -0.1699
N -1.0356 -1.8131 -0.3825
C -2.4072 -1.6220 -0.2414
C -3.5199 -2.4001 -0.3534
N -4.6371 -1.5991 -0.2166
N -4.2022 -0.3153 0.1053
C -2.8243 -0.2616 0.0477
O -2.1202 0.7271 0.1886
C -5.0568 0.7954 0.0557
C -4.7940 1.8839 0.8809
C -5.6170 2.9933 0.8298
C -6.7069 3.0203 -0.0248
C -6.9611 1.9384 -0.8509
C -6.1366 0.8288 -0.8226
H -6.3145 -0.0001 -1.4915
H -7.7995 1.9606 -1.5310
H -7.3517 3.8854 -0.0540
H -5.4087 3.8394 1.4669
H -3.9392 1.8569 1.5361
C -5.8464 -2.0885 0.4051
H -6.3010 -2.8354 -0.2437
H -5.6474 -2.5350 1.3848
H -6.5422 -1.2622 0.5331
C -3.6769 -3.8528 -0.6096
H -4.1863 -4.0181 -1.5583
H -4.2623 -4.3229 0.1793
H -2.6957 -4.3181 -0.6408
H -0.5612 -0.9140 -0.3582
H 1.6027 -3.7101 1.4473
H 3.9473 -2.8333 1.6417
C 5.6684 1.7959 -0.2296
H 6.1806 2.2477 0.6322
C 4.9568 2.8804 -1.0386
C 5.9566 3.8717 -1.6201
H 6.5234 4.3525 -0.8260
H 6.6558 3.3633 -2.2794
H 5.4417 4.6418 -2.1894
H 4.2472 3.4076 -0.3993
H 4.3948 2.4049 -1.8435
H 6.4152 1.3042 -0.8557
H 3.8330 0.0782 1.8957
H 4.3001 1.7780 1.9635
H 2.3095 0.9765 -0.1472
H 1.5023 1.2801 2.7826
H 1.4392 -0.2218 1.8585
H 0.3966 1.1343 1.4147
*
```